[1]
A cluster of 11 separate species, C32H76N10O11S in total in a non-equilibrium geometry, computed with wB97M-V/def2-TZVPD.

Its HOMO energy is -8.69 eV. The value obtained for the LUMO energy is 0.18 eV. The value obtained for the orbital gap is 8.87 eV.

Geometry as ORCA input:
```
! RIJCOSX wB97M-V def2-TZVPD def2/J DEFGRID3
* xyz 0 1
C -0.14 -4.69 3.38
C -0.51 -3.47 2.55
O 0.32 -2.95 1.76
N -1.78 -3.03 2.58
C -2.37 -1.95 1.79
H -0.94 -4.85 4.10
H 0.79 -4.49 3.92
H 0.06 -5.53 2.72
H -2.43 -3.47 3.22
H -3.16 -2.32 1.13
H -1.64 -1.35 1.25
H -2.93 -1.26 2.42
C -0.50 3.98 4.80
C 0.97 3.91 5.25
O 1.80 4.76 4.94
N 1.25 2.86 6.05
C 2.58 2.59 6.44
H -1.20 3.40 5.40
H -0.52 3.83 3.72
H -0.88 4.98 5.02
H 0.61 2.08 6.12
H 2.48 2.41 7.51
H 3.26 3.43 6.29
H 2.91 1.62 6.07
C -0.97 -4.96 -3.66
C -0.75 -3.53 -4.04
O -0.65 -3.25 -5.22
N -0.61 -2.58 -3.05
C -0.73 -2.90 -1.57
H 0.00 -5.45 -3.52
H -1.54 -5.41 -4.47
H -1.50 -5.15 -2.73
H -0.45 -1.64 -3.37
H -0.13 -2.17 -1.01
H -0.29 -3.89 -1.42
H -1.77 -2.98 -1.26
C 2.89 -3.58 -3.83
C 3.18 -4.18 -5.13
O 4.21 -4.65 -5.48
N 2.14 -4.06 -6.01
C 2.15 -4.61 -7.36
H 2.00 -2.97 -3.78
H 3.70 -2.92 -3.53
H 2.78 -4.39 -3.11
H 1.24 -3.77 -5.67
H 1.13 -4.77 -7.72
H 2.56 -5.62 -7.42
H 2.76 -4.07 -8.08
C 0.69 -1.39 5.24
C 0.29 -0.48 6.41
O -0.51 0.44 6.14
N 0.78 -0.63 7.62
C 0.29 0.14 8.82
H -0.21 -1.56 4.65
H 0.86 -2.41 5.57
H 1.51 -1.08 4.60
H 1.53 -1.29 7.78
H 0.99 0.97 8.99
H 0.51 -0.53 9.65
H -0.73 0.50 8.69
C -4.19 -1.69 -2.56
C -3.89 -0.86 -1.39
O -4.59 -1.02 -0.33
N -2.83 -0.11 -1.46
C -2.35 0.86 -0.44
H -3.90 -1.14 -3.45
H -5.26 -1.83 -2.49
H -3.74 -2.68 -2.44
H -2.20 -0.22 -2.25
H -2.54 1.88 -0.79
H -1.28 0.73 -0.29
H -2.86 0.85 0.52
C 0.47 0.71 2.36
C 1.34 0.80 1.09
O 2.06 1.80 0.88
N 1.31 -0.28 0.26
C 2.10 -0.29 -0.93
H 0.12 -0.30 2.56
H -0.42 1.34 2.26
H 1.08 1.00 3.22
H 0.77 -1.07 0.56
H 3.07 0.15 -0.73
H 1.59 0.29 -1.70
H 2.29 -1.29 -1.33
C -6.72 -0.23 3.62
C -5.50 0.54 3.14
O -5.50 0.85 1.97
N -4.55 0.89 3.95
C -3.41 1.75 3.53
H -6.36 -0.62 4.58
H -6.81 -1.09 2.96
H -7.62 0.38 3.67
H -4.62 0.78 4.95
H -2.47 1.20 3.61
H -3.34 2.57 4.24
H -3.39 2.20 2.55
C 5.00 0.86 -5.36
C 4.62 1.24 -3.91
O 4.20 0.40 -3.10
N 4.82 2.51 -3.69
C 4.64 3.18 -2.40
H 5.88 0.22 -5.45
H 5.14 1.70 -6.03
H 4.32 0.11 -5.77
H 4.93 3.19 -4.43
H 4.05 2.56 -1.72
H 4.24 4.19 -2.47
H 5.67 3.26 -2.06
C -1.35 2.76 -3.78
C -0.57 1.47 -4.11
O -0.85 0.40 -3.56
N 0.37 1.49 -5.08
C 1.15 0.34 -5.53
H -1.48 3.33 -4.69
H -0.69 3.24 -3.06
H -2.30 2.53 -3.30
H 0.74 2.41 -5.30
H 1.94 0.68 -6.20
H 0.54 -0.39 -6.06
H 1.62 -0.13 -4.67
C 0.06 6.22 -2.15
S -0.60 5.48 -0.59
O -1.73 4.63 -1.12
C 0.81 4.29 -0.29
H 0.01 5.48 -2.94
H 1.02 6.72 -2.08
H -0.75 6.90 -2.45
H 1.06 4.23 0.77
H 1.70 4.64 -0.81
H 0.51 3.30 -0.62
*
```



[2]
A structure of composition C32H78AsF12N8O4P in a non-equilibrium geometry, computed with wB97M-V/def2-TZVPD.

Its HOMO energy is -14.10 eV. The value obtained for the LUMO energy is -7.25 eV. The value obtained for the orbital gap is 6.85 eV.

Geometry as ORCA input:
```
! RIJCOSX wB97M-V def2-TZVPD def2/J DEFGRID3
* xyz 4 1
As 0.13 -5.97 19.20
F 0.43 -5.67 17.46
F -0.08 -4.20 19.45
F -0.06 -6.21 20.97
F 0.20 -7.77 18.99
F 1.92 -5.87 19.50
F -1.64 -6.19 18.97
C -3.37 1.76 23.51
N -3.82 1.80 22.07
C -5.29 2.27 21.91
C -2.87 2.69 21.31
C -3.69 0.31 21.58
C -3.63 0.06 20.04
O -4.74 0.49 19.25
H -3.24 2.81 23.77
H -2.40 1.26 23.50
H -4.07 1.31 24.22
H -5.95 1.64 22.50
H -5.73 2.38 20.92
H -5.27 3.27 22.35
H -3.05 2.63 20.23
H -1.84 2.37 21.49
H -3.09 3.65 21.76
H -4.45 -0.25 22.12
H -2.76 -0.09 21.99
H -3.45 -1.01 19.92
H -2.69 0.55 19.79
H -5.46 -0.14 19.17
C 3.92 -7.75 25.55
N 2.81 -8.68 26.23
C 2.15 -7.98 27.44
C 1.73 -8.85 25.14
C 3.33 -10.14 26.52
C 4.69 -10.25 27.21
O 4.52 -9.83 28.52
H 3.48 -6.79 25.28
H 4.24 -8.27 24.65
H 4.79 -7.56 26.17
H 2.88 -8.02 28.24
H 1.23 -8.45 27.78
H 1.90 -6.94 27.24
H 1.07 -9.63 25.53
H 2.05 -9.00 24.11
H 1.18 -7.92 25.17
H 3.26 -10.73 25.60
H 2.57 -10.60 27.15
H 5.48 -9.71 26.69
H 4.94 -11.31 27.14
H 5.31 -9.96 29.05
C -4.33 -6.45 23.15
N -5.09 -7.76 23.12
C -6.42 -7.53 22.37
C -4.27 -8.79 22.34
C -5.43 -8.13 24.62
C -4.28 -8.77 25.47
O -4.37 -10.10 25.20
H -4.31 -6.08 22.13
H -3.38 -6.66 23.64
H -4.95 -5.72 23.68
H -6.23 -7.21 21.34
H -6.97 -6.76 22.92
H -6.97 -8.46 22.29
H -4.07 -8.48 21.32
H -4.83 -9.72 22.27
H -3.34 -8.89 22.91
H -6.34 -8.73 24.56
H -5.74 -7.20 25.10
H -4.45 -8.51 26.51
H -3.31 -8.40 25.12
H -3.64 -10.59 25.59
C -0.57 -12.06 17.01
N -1.85 -12.04 16.17
C -1.41 -12.60 14.71
C -2.72 -13.05 16.84
C -2.45 -10.61 16.11
C -1.71 -9.69 15.11
O -2.03 -9.82 13.78
H 0.18 -11.42 16.54
H -0.09 -13.04 17.09
H -0.73 -11.58 17.97
H -0.53 -12.07 14.36
H -2.22 -12.38 14.01
H -1.25 -13.66 14.89
H -3.51 -13.02 16.08
H -3.00 -12.75 17.85
H -2.26 -14.03 16.75
H -2.38 -10.25 17.14
H -3.51 -10.64 15.87
H -0.64 -9.75 15.30
H -1.81 -8.66 15.45
H -2.49 -9.01 13.54
C 4.38 4.20 17.05
C 2.79 4.07 17.07
N 2.23 2.75 16.82
C 2.46 1.68 17.66
C 1.80 0.65 17.06
N 1.04 1.08 16.01
C 1.29 2.42 15.88
C 0.22 0.25 15.09
H 4.87 3.39 17.59
H 4.73 5.08 17.59
H 4.82 4.22 16.06
H 2.42 4.81 16.35
H 2.40 4.45 18.02
H 3.11 1.72 18.52
H 1.71 -0.41 17.24
H 0.84 3.09 15.17
H 0.33 0.55 14.05
H -0.82 0.24 15.43
H 0.60 -0.77 15.17
C 3.98 -10.71 19.56
C 4.94 -9.70 18.86
N 4.80 -9.56 17.38
C 4.85 -10.63 16.52
C 4.67 -10.23 15.20
N 4.51 -8.85 15.30
C 4.64 -8.41 16.65
C 4.27 -8.01 14.09
H 2.93 -10.55 19.31
H 4.02 -10.69 20.64
H 4.18 -11.72 19.21
H 5.96 -10.03 19.09
H 4.70 -8.77 19.37
H 4.94 -11.66 16.86
H 4.61 -10.68 14.22
H 4.57 -7.38 16.94
H 3.70 -7.13 14.39
H 3.71 -8.57 13.34
H 5.16 -7.62 13.60
P -0.29 -4.86 10.64
F -1.14 -3.52 11.03
F -0.40 -5.40 12.17
F -1.68 -5.54 10.20
F 0.53 -6.15 10.20
F -0.14 -4.32 9.15
F 1.08 -3.98 10.88
*
```



> Among the records above, which one has the highest orbital gap?

C32H76N10O11S



> Which of these has the lowest LUMO energy?

C32H78AsF12N8O4P



> Which value of orbital gap does entry 2 give?

6.85 eV



> Which of these has the highest HOMO energy?

C32H76N10O11S